The following is a quantum chemistry calculation of a 6-piece molecular cluster, C53H96ClN2O15PS overall in a non-equilibrium geometry, from the Open Molecules 2025 dataset.

Structure (XYZ):
```
169
Properties=species:S:1:pos:R:3
C -3.54649 1.65086 -8.24109
C -4.14564 0.56551 -7.32106
C -3.23995 0.33465 -6.08131
C -3.13909 -1.15649 -5.70892
C -1.80990 -1.51178 -4.99604
C -1.89609 -1.31186 -3.47062
C -2.00438 -2.63068 -2.69897
C -2.24470 -2.40280 -1.17722
C -1.20690 -3.13037 -0.25760
C -0.64162 -2.12280 0.76590
C -0.29154 -2.75432 2.14489
C -0.25554 -1.64465 3.20023
C 0.24546 -2.09489 4.59829
C 0.99604 -0.92451 5.24247
C 2.37376 -0.99464 5.39376
O 3.00632 -2.19077 4.99068
C 3.96591 -1.96686 4.13225
N 4.72867 -1.90493 3.27211
C 3.09528 0.07409 5.91433
C 2.40629 1.22541 6.27641
C 3.22730 2.40453 6.78477
O 3.59708 3.28353 5.72838
C 4.62184 2.79612 4.88530
C 4.13113 2.36580 3.50145
C 3.20508 3.41113 2.81519
C 1.01729 1.29767 6.17566
C 0.28741 0.21775 5.66179
N -1.12680 0.19374 5.52974
C -1.72144 1.42834 5.16481
C -2.85745 1.35694 4.35151
C -3.57624 2.46684 3.93007
C -4.82501 2.40690 3.06621
C -5.29238 0.99109 2.70754
C -4.30779 0.29955 1.77022
O -3.68027 0.90395 0.95885
O -4.17505 -1.07296 1.88012
C -3.10268 3.74037 4.35900
P -4.03566 5.23487 3.81902
O -2.88630 6.05599 2.95484
Cl -4.33620 6.38934 5.55946
C -1.96121 3.81243 5.16309
C -1.27447 2.67891 5.57994
S 0.14051 2.77054 6.66763
H -3.47837 2.58725 -7.68101
H -4.21952 1.83028 -9.08321
H -2.56607 1.34045 -8.59976
H -4.20874 -0.34800 -7.92214
H -5.17132 0.81053 -7.03800
H -3.66498 0.92408 -5.26391
H -2.25892 0.76774 -6.29872
H -3.28766 -1.76981 -6.59912
H -3.95332 -1.37465 -5.00765
H -1.05305 -0.85937 -5.44075
H -1.54059 -2.53714 -5.26305
H -1.00135 -0.78512 -3.11899
H -2.75790 -0.67340 -3.25609
H -2.88792 -3.14948 -3.09499
H -1.14848 -3.28550 -2.87565
H -3.24992 -2.74614 -0.92962
H -2.20957 -1.32353 -1.01557
H -0.38685 -3.41396 -0.92081
H -1.68853 -3.98160 0.21550
H -1.42824 -1.38857 0.97683
H 0.21137 -1.55302 0.39374
H -0.97937 -3.56733 2.39097
H 0.70830 -3.18805 2.02280
H 0.45953 -0.89677 2.83509
H -1.21199 -1.12258 3.24727
H 0.86551 -2.98429 4.54932
H -0.61286 -2.28681 5.24846
H 4.16915 -0.01032 6.01821
H 2.65412 3.02273 7.47543
H 4.13257 2.05126 7.28880
H 5.37046 3.58209 4.73741
H 5.16304 1.95051 5.32771
H 3.56840 1.42855 3.51068
H 5.01214 2.17177 2.88243
H 2.44320 2.85325 2.26493
H 3.76220 4.02038 2.10585
H 2.67781 4.00053 3.56479
H -1.58265 -0.23537 6.32634
H -3.20353 0.37935 4.03820
H -4.72473 2.97256 2.14051
H -5.65201 2.86573 3.61548
H -5.49076 0.38471 3.59528
H -6.24828 1.04415 2.17843
H -3.66659 -1.27025 2.67524
H -2.08570 6.10023 3.49787
H -1.63981 4.79838 5.48612
C 2.24411 -7.29746 2.16727
O 1.13863 -7.99616 2.71638
C 0.13009 -7.13640 3.22028
C -1.01831 -6.97752 2.24437
O -0.61106 -6.32092 1.05466
C -0.37069 -7.21294 -0.02105
H 2.81854 -8.00177 1.56781
H 1.92546 -6.46921 1.53069
H 2.88424 -6.91238 2.96826
H 0.54945 -6.15868 3.47886
H -0.25282 -7.59197 4.13901
H -1.78774 -6.35284 2.71054
H -1.46796 -7.94859 2.01638
H -1.31842 -7.53702 -0.46387
H 0.19946 -8.08793 0.29757
H 0.20395 -6.67622 -0.77475
C 2.47410 -3.30985 -9.68918
O 1.57595 -4.39881 -9.55411
C 1.23743 -4.66937 -8.20373
C -0.10062 -4.06609 -7.82879
O -0.06459 -2.64722 -7.87059
C -0.62316 -2.11224 -9.05819
H 2.46305 -2.98902 -10.72951
H 2.18413 -2.46694 -9.05861
H 3.49057 -3.62306 -9.42803
H 2.01951 -4.30902 -7.52835
H 1.17615 -5.75696 -8.09738
H -0.33855 -4.35215 -6.79896
H -0.89321 -4.45366 -8.47603
H -1.71758 -2.13441 -9.00632
H -0.29041 -2.65627 -9.94467
H -0.29654 -1.07573 -9.14140
C 3.76852 0.25472 -7.76116
O 3.55772 0.34291 -9.16134
C 2.40231 1.09467 -9.49990
C 2.74819 2.51142 -9.91125
O 3.29950 3.25513 -8.83596
C 4.71387 3.33787 -8.88042
H 4.79158 -0.08150 -7.59904
H 3.63079 1.21934 -7.26859
H 3.08238 -0.47731 -7.32066
H 1.68758 1.09916 -8.67092
H 1.92870 0.59146 -10.34938
H 1.82909 3.02084 -10.21694
H 3.42978 2.50594 -10.76728
H 5.02736 4.07920 -9.62303
H 5.16958 2.37371 -9.11544
H 5.05898 3.65696 -7.89801
C -7.49927 3.01798 6.54556
O -6.76647 1.85305 6.21249
C -5.81887 1.49896 7.20471
C -6.32559 0.37953 8.09201
O -7.44429 0.78188 8.86481
C -8.68281 0.35287 8.32390
H -8.37887 3.08514 5.90691
H -7.82337 3.00942 7.58822
H -6.87711 3.90401 6.37324
H -5.53712 2.36978 7.80420
H -4.92338 1.15038 6.67724
H -5.53241 0.10491 8.79474
H -6.56629 -0.50526 7.49396
H -8.84600 -0.70729 8.54415
H -8.73081 0.51090 7.24439
H -9.47152 0.93553 8.79728
C 5.78796 5.11870 0.47536
O 6.39987 4.40788 1.53812
C 7.53745 3.66795 1.11965
C 8.83039 4.38679 1.44690
O 8.96086 5.59853 0.71997
C 8.61433 6.74540 1.47777
H 5.12017 5.86239 0.90834
H 6.52377 5.62675 -0.15128
H 5.19796 4.43186 -0.14178
H 7.48128 3.44443 0.05032
H 7.52088 2.71723 1.66231
H 9.66915 3.74612 1.15808
H 8.90406 4.57168 2.52301
H 9.42760 7.00739 2.16278
H 7.69509 6.59306 2.04731
H 8.46154 7.56942 0.78232
```

Summary:
LUMO	-0.03	eV
SMILES	CCCCCCCCCCCCCc1c(OC#N)cc(COCCC)c2c1Nc1cc(CCC(=O)O)c(P(O)Cl)cc1S2.COCCOC.COCCOC.COCCOC.COCCOC.COCCOC
HOMO energy	-8.492	eV
total charge	0
total energy	-4514.6883	Ha